{
  "formula": "C60H38ClIrN6O",
  "method": "ωB97M-V with the def2-TZVPD basis set",
  "species": ["Ir", "C", "C", "C", "C", "C", "C", "C", "C", "C", "C", "C", "C", "C", "C", "C", "C", "C", "C", "C", "N", "C", "C", "C", "C", "C", "C", "C", "C", "C", "C", "C", "C", "N", "C", "C", "C", "C", "C", "N", "C", "C", "C", "C", "C", "C", "C", "C", "N", "H", "H", "H", "H", "H", "H", "H", "H", "H", "H", "H", "H", "H", "H", "H", "H", "H", "H", "H", "H", "H", "H", "H", "H", "H", "H", "H", "H", "Cl", "C", "C", "C", "C", "O", "C", "C", "N", "C", "C", "C", "C", "C", "C", "C", "C", "N", "C", "C", "H", "H", "H", "H", "H", "H", "H", "H", "H", "H"],
  "positions_angstrom": [[-0.2538, 0.0904, -0.1939], [3.3721, 5.2636, -4.8142], [3.3975, 3.9240, -5.1774], [2.7333, 2.9819, -4.4062], [2.0358, 3.3747, -3.2669], [2.0144, 4.7190, -2.9066], [2.6803, 5.6595, -3.6792], [1.3359, 2.3742, -2.4180], [2.1034, 1.5875, -1.5218], [3.5706, 1.6415, -1.4594], [3.9444, 0.8713, -0.4454], [2.7092, 0.3842, 0.2287], [2.3186, -0.5019, 2.1328], [3.3618, -0.7104, 3.2134], [3.0368, -0.3433, 4.5182], [3.9905, -0.3966, 5.5209], [5.2879, -0.7981, 5.2300], [5.6262, -1.1290, 3.9286], [4.6697, -1.0744, 2.9214], [1.0097, -1.1208, 2.4413], [0.0230, -1.1254, 1.5560], [-0.8418, -2.1386, 1.9903], [-2.0666, -2.4590, 1.4813], [-2.8012, -3.6299, 2.0380], [-2.9065, -4.7962, 1.2864], [-3.6047, -5.8853, 1.7861], [-4.2087, -5.8117, 3.0335], [-4.1129, -4.6471, 3.7811], [-3.4094, -3.5587, 3.2867], [-2.7362, -1.6843, 0.5159], [-4.1205, -1.8656, 0.2114], [-4.4665, -0.8457, -0.6058], [-3.2778, -0.0692, -0.8261], [-2.2261, -0.6028, -0.1274], [-3.2508, 1.0215, -1.6855], [-2.0914, 1.6725, -2.0987], [-2.1234, 2.7605, -3.0538], [-0.8521, 3.1138, -3.2860], [-0.0245, 2.2691, -2.4532], [-0.8122, 1.3837, -1.7403], [-4.5545, 1.4957, -2.2319], [-4.9192, 1.2227, -3.5470], [-6.1389, 1.6624, -4.0397], [-7.0005, 2.3815, -3.2232], [-6.6415, 2.6560, -1.9116], [-5.4247, 2.2114, -1.4154], [-0.3017, -2.7592, 3.1671], [0.8303, -2.0906, 3.4765], [1.6179, 0.7949, -0.6015], [3.8927, 5.9974, -5.4147], [3.9323, 3.6123, -6.0647], [2.7494, 1.9367, -4.6925], [1.4798, 5.0235, -2.0145], [2.6595, 6.7022, -3.3915], [4.1805, 2.2332, -2.1219], [4.9370, 0.6694, -0.0729], [2.0290, -0.0170, 4.7526], [3.7232, -0.1141, 6.5304], [6.0336, -0.8345, 6.0125], [6.6409, -1.4190, 3.6893], [4.9539, -1.2756, 1.8981], [-2.4400, -4.8480, 0.3098], [-3.6788, -6.7915, 1.1998], [-4.7564, -6.6602, 3.4210], [-4.5877, -4.5834, 4.7510], [-3.3383, -2.6454, 3.8650], [-4.7442, -2.6517, 0.6009], [-5.4284, -0.6366, -1.0412], [-3.0211, 3.1758, -3.4780], [-0.4743, 3.8787, -3.9428], [-4.2460, 0.6613, -4.1841], [-6.4169, 1.4421, -5.0618], [-7.9499, 2.7278, -3.6092], [-7.3098, 3.2166, -1.2717], [-5.1425, 2.4218, -0.3910], [-0.7524, -3.5855, 3.6897], [1.5082, -2.2704, 4.2923], [2.6164, 5.7547, 3.3943], [1.6623, 4.4801, 2.7007], [0.3261, 4.6861, 2.4019], [-0.3896, 3.6504, 1.8485], [0.1552, 2.3783, 1.5801], [-0.7432, 1.5077, 1.1297], [1.5374, 2.1747, 1.8800], [2.4549, 0.9893, 1.6581], [2.6544, -0.9428, 0.7526], [2.3103, -2.1790, 0.1420], [2.9572, -3.2773, 0.6694], [2.8516, -4.5733, 0.1474], [2.1294, -4.7805, -0.9842], [1.3827, -3.7197, -1.5385], [0.6021, -3.9643, -2.6919], [-0.2077, -2.9956, -3.1939], [-0.3032, -1.8013, -2.4716], [0.4090, -1.5347, -1.3974], [1.3633, -2.4306, -0.9357], [2.2387, 3.2593, 2.4376], [-0.1395, 5.6421, 2.5990], [-1.4355, 3.7802, 1.6039], [3.4195, 1.3000, 2.0478], [3.6094, -3.1184, 1.5125], [3.3972, -5.3813, 0.6152], [2.0923, -5.7507, -1.4616], [0.6600, -4.9412, -3.1554], [-0.8124, -3.1427, -4.0764], [-1.0200, -1.0430, -2.7600], [3.2871, 3.1339, 2.6760]],
  "atomic_forces_ev_per_a": [[-0.06, -0.30, -0.18], [0.01, -0.01, 0.00], [0.00, 0.01, -0.01], [-0.02, -0.01, 0.02], [0.04, 0.04, -0.03], [0.02, 0.00, 0.01], [-0.01, 0.01, 0.00], [-0.06, -0.02, -0.05], [-0.02, -0.05, 0.12], [0.07, 0.04, 0.00], [0.00, -0.02, 0.05], [-0.05, 0.07, -0.04], [-0.07, 0.01, 0.00], [-0.01, -0.09, 0.05], [0.02, -0.03, 0.04], [0.01, 0.04, 0.00], [0.01, 0.00, 0.02], [-0.01, 0.01, -0.03], [-0.07, 0.06, 0.03], [0.02, 0.05, 0.05], [0.03, -0.02, -0.12], [-0.05, -0.01, 0.05], [0.05, 0.01, -0.01], [-0.01, -0.03, 0.00], [0.01, 0.03, 0.01], [0.00, -0.01, 0.01], [0.00, -0.01, -0.01], [0.00, -0.01, 0.01], [-0.01, 0.02, -0.01], [-0.01, -0.06, -0.05], [-0.01, 0.03, -0.01], [-0.01, -0.03, -0.02], [0.02, -0.03, 0.01], [0.06, 0.06, 0.03], [0.10, 0.01, 0.00], [-0.08, -0.08, 0.11], [0.06, 0.07, -0.05], [-0.09, 0.03, -0.03], [0.01, -0.01, -0.02], [0.03, -0.04, 0.05], [-0.05, 0.00, -0.01], [0.01, 0.01, 0.00], [0.00, -0.01, 0.00], [0.00, 0.01, -0.01], [0.00, -0.01, 0.01], [0.01, 0.00, 0.01], [0.02, 0.01, 0.02], [-0.07, -0.13, -0.01], [-0.07, -0.05, -0.13], [0.00, 0.00, -0.01], [0.00, 0.00, 0.00], [0.00, -0.01, 0.00], [0.00, 0.00, 0.00], [0.00, 0.00, 0.00], [0.00, 0.00, -0.01], [0.01, 0.01, -0.01], [0.05, 0.04, 0.00], [0.00, 0.00, 0.01], [0.00, -0.01, 0.00], [0.00, 0.00, -0.01], [-0.02, -0.14, -0.09], [0.01, 0.00, 0.00], [0.00, 0.00, 0.00], [0.00, 0.00, 0.00], [0.00, 0.00, 0.00], [0.00, 0.00, 0.00], [0.00, -0.01, 0.00], [0.00, 0.01, 0.00], [-0.01, 0.00, 0.00], [0.00, 0.00, -0.01], [0.00, 0.00, 0.00], [0.00, 0.00, 0.00], [0.00, 0.00, 0.00], [0.00, 0.00, 0.00], [0.00, 0.00, 0.00], [-0.01, 0.00, 0.00], [-0.04, -0.03, -0.05], [0.02, 0.03, 0.01], [0.03, -0.02, -0.01], [-0.01, -0.02, 0.00], [0.03, -0.02, 0.02], [0.15, 0.12, 0.15], [0.03, -0.08, -0.26], [-0.06, 0.03, -0.03], [0.07, -0.04, -0.11], [0.14, 0.00, 0.18], [-0.09, -0.04, -0.05], [-0.07, 0.10, -0.11], [0.03, -0.07, 0.03], [0.01, -0.02, 0.01], [0.01, 0.03, 0.03], [-0.01, 0.01, 0.00], [-0.01, -0.02, -0.01], [-0.01, 0.01, 0.03], [-0.09, 0.35, 0.32], [0.04, 0.06, 0.02], [-0.03, 0.04, 0.00], [0.00, 0.00, -0.01], [-0.01, -0.01, 0.00], [-0.02, 0.01, -0.04], [0.13, 0.11, 0.09], [0.00, 0.01, 0.01], [0.00, 0.00, -0.01], [0.01, 0.00, 0.00], [0.00, 0.00, -0.01], [-0.01, 0.02, 0.02], [0.01, 0.02, 0.01]],
  "lowdin_spin": [0.017, 0.002, 0.001, 0.008, 0.020, 0.008, 0.000, 0.161, 0.022, 0.003, -0.009, 0.009, 0.012, 0.001, 0.002, 0.000, 0.000, 0.000, 0.000, 0.106, -0.012, 0.073, -0.024, -0.005, -0.002, 0.002, -0.001, 0.001, -0.002, 0.111, -0.009, 0.074, 0.006, -0.002, 0.079, 0.046, -0.036, 0.021, -0.034, 0.089, 0.008, 0.003, 0.001, 0.002, 0.000, 0.004, 0.050, 0.039, 0.102, 0.000, 0.000, 0.001, 0.000, 0.000, 0.000, -0.001, 0.001, 0.000, 0.000, 0.000, 0.000, 0.000, 0.000, 0.000, 0.000, 0.000, -0.002, 0.004, -0.002, 0.002, 0.001, 0.000, 0.000, 0.000, 0.000, 0.001, 0.001, 0.000, 0.000, 0.001, 0.000, 0.001, 0.002, 0.001, 0.022, 0.013, 0.001, 0.000, 0.000, 0.000, 0.000, 0.000, 0.000, 0.000, 0.004, 0.000, 0.001, 0.000, 0.000, 0.000, 0.000, 0.000, 0.000, 0.000, 0.000, 0.000, 0.000],
  "homo_lumo_gap_ha": [0.2047, 0.1761],
  "multiplicity": 2,
  "molar_mass_g_mol": 1086.7,
  "total_charge": 1,
  "fmax_ev_per_a": 0.5,
  "relative_energy_kj_mol": 0.0
}